1.
{
  "formula": "C10H12NO4",
  "method": "ωB97M-V/def2-TZVPD",
  "spin_multiplicity": 1,
  "largest_force_ev_per_a": 3.4,
  "homo_ev": [-10.9025, -10.9052],
  "lumo_energy_ev": [-4.156, -4.155],
  "de_lowest_kcal_mol": 51.07,
  "e_tot_ev": -20232.591,
  "charge": 1,
  "elements": ["C", "C", "C", "C", "C", "C", "C", "C", "C", "C", "N", "O", "O", "O", "O", "H", "H", "H", "H", "H", "H", "H", "H", "H", "H", "H", "H"],
  "xyz": [[3.0391, 1.2112, -0.3503], [3.1020, -0.1337, -0.1049], [1.8278, 1.8423, -0.3060], [1.9776, -0.9313, 0.1452], [0.6917, 1.0735, -0.0027], [0.6913, -0.2941, 0.1919], [-0.5600, 1.8219, 0.0916], [-2.2442, 0.6559, 0.4251], [-1.9120, -0.6610, -0.1858], [-0.5916, -1.1277, 0.4366], [-0.3113, -2.5076, -0.2378], [-0.6022, 3.0283, 0.5754], [-3.3016, 1.1561, -0.2902], [-1.9956, -0.7246, -1.6786], [-0.7124, -1.4913, 1.8506], [3.8440, 1.7633, -0.7012], [4.0530, -0.6077, 0.0367], [1.6369, 2.8411, -0.5203], [2.1747, -1.9483, 0.2291], [-2.6019, -1.4469, 0.1024], [0.0625, -3.0331, 0.5682], [0.0833, -2.4627, -1.1684], [-1.2048, -3.0013, -0.3140], [0.1563, 3.6846, 0.6705], [-3.7422, 1.9043, 0.2701], [-2.4260, 0.0948, -1.9593], [-1.1345, -0.7060, 2.2259]],
  "forces_ev_per_angstrom": [[-1.2, 0.3, -0.4], [-0.3, -1.3, 0.9], [-0.8, -2.5, 0.6], [-1.0, 3.2, -0.4], [-0.6, 1.7, 0.2], [1.1, -1.7, -0.4], [-2.1, -1.8, 1.1], [1.0, 1.6, -0.4], [0.2, 0.6, -1.5], [1.4, -0.3, -0.3], [-1.9, 0.0, 2.4], [-0.2, 0.7, -0.8], [-0.7, 2.0, 2.2], [1.2, -0.3, 1.7], [0.0, 0.4, -2.7], [1.8, 0.7, -0.2], [0.5, -0.2, -0.5], [0.3, 1.7, -0.4], [-0.1, -1.7, 0.5], [-0.7, 0.2, 0.6], [1.3, -0.1, -1.0], [0.8, -0.1, 0.1], [-0.3, 0.3, -0.4], [-0.4, -1.7, 0.0], [1.2, -2.0, -1.6], [0.0, 0.0, 0.1], [-0.3, 0.2, 0.4]],
  "nbo_charge": [-0.175, -0.155, -0.156, -0.197, -0.193, -0.037, 0.493, 0.091, -0.088, 0.422, -0.720, -0.633, -0.722, -0.749, -0.709, 0.235, 0.235, 0.208, 0.213, 0.208, 0.466, 0.471, 0.443, 0.512, 0.511, 0.506, 0.522]
}

2.
{
  "formula": "Cl5OP2",
  "method": "ωB97M-V/def2-TZVPD",
  "spin_multiplicity": 1,
  "largest_force_ev_per_a": 1.6,
  "homo_ev": -15.7394,
  "lumo_energy_ev": -6.331,
  "de_lowest_kcal_mol": 0.00,
  "e_tot_ev": -83233.266,
  "charge": 1,
  "elements": ["O", "P", "P", "Cl", "Cl", "Cl", "Cl", "Cl"],
  "xyz": [[-0.6126, 0.2230, 0.1409], [0.6191, 0.9736, -1.7515], [-0.0594, -0.7658, 1.0982], [-0.7854, 0.4130, -2.9785], [0.1187, 2.7727, -1.3684], [0.5034, -2.4879, 0.2695], [1.6069, -0.0458, 2.0071], [-1.3906, -1.0828, 2.5828]],
  "forces_ev_per_angstrom": [[0.6, 0.3, -1.3], [-0.2, -1.4, 0.8], [0.3, 0.0, 1.6], [-0.3, -0.4, -0.4], [-0.2, 1.5, 0.4], [-0.3, 0.5, 0.3], [-0.8, -0.5, -0.5], [0.9, -0.1, -1.0]],
  "nbo_charge": [-1.087, 1.094, 1.636, -0.126, -0.104, -0.131, -0.164, -0.117]
}

3.
{
  "formula": "C25H24FN3Pd",
  "method": "ωB97M-V/def2-TZVPD",
  "spin_multiplicity": 3,
  "largest_force_ev_per_a": 1.8,
  "s2": 2.02,
  "homo_ev": [-5.1598, -7.1474],
  "lumo_energy_ev": [-0.407, -0.482],
  "de_lowest_kcal_mol": 1.70,
  "e_tot_ev": -36980.259,
  "charge": 0,
  "elements": ["Pd", "C", "C", "C", "C", "C", "C", "N", "C", "C", "C", "C", "C", "N", "C", "C", "C", "C", "C", "C", "N", "H", "H", "H", "H", "H", "H", "H", "H", "H", "H", "H", "H", "H", "H", "H", "F", "C", "C", "C", "C", "C", "C", "C", "H", "H", "H", "H", "H", "H", "C", "H", "H", "H"],
  "xyz": [[-0.7260, -0.3618, -0.3104], [-0.0088, 1.7632, -3.0459], [1.0592, 0.7362, -2.8580], [1.8777, 0.3468, -3.9100], [2.9180, -0.5384, -3.6687], [3.1209, -0.9843, -2.3767], [2.2360, -0.5854, -1.3765], [1.2007, 0.2343, -1.6313], [2.3368, -1.1356, -0.0188], [3.5442, -1.5012, 0.5568], [3.5249, -2.1567, 1.7851], [2.3091, -2.4207, 2.3848], [1.1295, -1.9550, 1.7983], [1.1661, -1.3060, 0.6123], [-0.1903, -2.1631, 2.3695], [-0.3867, -2.8015, 3.6030], [-1.6633, -3.0176, 4.0701], [-2.7365, -2.5900, 3.2943], [-2.4841, -1.9354, 2.0953], [-3.6252, -1.4240, 1.2767], [-1.2514, -1.7271, 1.6448], [0.4016, 2.7518, -2.8331], [-0.8244, 1.5798, -2.3420], [-0.3835, 1.7585, -4.0652], [1.6865, 0.7349, -4.8972], [3.5519, -0.8711, -4.4767], [3.9273, -1.6622, -2.1427], [4.4765, -1.2759, 0.0653], [4.4456, -2.4761, 2.2504], [2.2804, -2.9892, 3.2990], [0.4554, -3.1205, 4.1940], [-1.8287, -3.5035, 5.0224], [-3.7558, -2.7452, 3.6103], [-4.1099, -0.5969, 1.7930], [-4.3670, -2.2041, 1.1326], [-3.2497, -1.0756, 0.3147], [1.2569, 5.8021, -0.5938], [0.5121, 4.6999, -0.3339], [1.0894, 3.6496, 0.3621], [0.3179, 2.5454, 0.6390], [-1.0285, 2.4606, 0.2239], [-1.8029, 1.2892, 0.5542], [-1.5675, 3.5490, -0.4888], [-0.8039, 4.6644, -0.7604], [2.1175, 3.7267, 0.6816], [0.7440, 1.7196, 1.1990], [-2.8655, 1.3625, 0.3289], [-1.6018, 0.9112, 1.5645], [-2.6024, 3.5203, -0.8016], [-1.2151, 5.5142, -1.2826], [-2.0138, -0.9407, -1.9171], [-2.9303, -0.3702, -2.0734], [-2.2645, -1.9874, -1.6994], [-1.3986, -0.8976, -2.8220]],
  "forces_ev_per_angstrom": [[0.0, -0.6, 0.0], [-0.2, -0.1, 0.2], [-0.2, 0.1, 0.0], [0.3, -0.2, 0.1], [-0.3, 0.3, -0.1], [0.0, 0.0, 0.3], [-0.1, 0.3, -0.9], [0.3, -0.3, 0.1], [-0.3, -0.1, 0.5], [0.0, -0.2, 0.3], [-0.1, 0.2, -0.4], [-0.2, 0.0, 0.0], [1.1, 0.4, -1.0], [0.2, -0.3, 0.5], [-1.7, -0.2, 0.6], [0.5, 0.3, -0.5], [-0.7, 0.2, -0.3], [0.5, -0.2, 0.4], [-0.2, 0.0, 0.1], [0.1, 0.1, -0.2], [0.7, -0.2, 0.1], [0.0, 0.1, 0.0], [0.1, 0.0, -0.2], [-0.1, 0.0, -0.1], [0.0, 0.0, -0.1], [0.1, 0.0, 0.0], [0.0, -0.1, 0.0], [0.1, 0.0, -0.1], [0.0, 0.0, 0.0], [0.0, 0.0, 0.1], [0.1, 0.0, 0.0], [0.0, 0.0, 0.0], [-0.1, 0.0, 0.1], [0.0, 0.1, 0.0], [-0.1, -0.1, -0.1], [-0.2, 0.0, 0.0], [0.1, 0.1, 0.0], [-0.1, -0.1, 0.0], [0.0, 0.4, -0.2], [-0.3, 0.0, 0.0], [0.2, 0.5, 0.2], [-0.1, -0.3, 0.2], [0.2, -0.4, 0.3], [0.4, 0.2, 0.0], [0.1, 0.0, 0.0], [0.0, 0.0, 0.0], [0.1, -0.1, 0.0], [-0.2, 0.2, -0.1], [-0.1, 0.0, 0.0], [0.0, 0.1, -0.1], [0.2, -0.1, 0.2], [0.0, 0.1, 0.1], [0.0, 0.1, -0.1], [-0.1, 0.0, 0.0]],
  "nbo_charge": [0.823, -0.659, 0.265, -0.243, -0.156, -0.242, 0.173, -0.459, 0.182, -0.223, -0.168, -0.217, 0.141, -0.464, 0.243, -0.250, -0.162, -0.236, 0.241, -0.661, -0.470, 0.239, 0.256, 0.217, 0.221, 0.220, 0.218, 0.225, 0.223, 0.217, 0.212, 0.221, 0.220, 0.230, 0.223, 0.261, -0.339, 0.352, -0.274, -0.208, -0.058, -0.645, -0.212, -0.282, 0.221, 0.208, 0.195, 0.194, 0.210, 0.223, -0.988, 0.184, 0.182, 0.178]
}